[1]
{
  "formula": "C3H11NO2",
  "method": "wB97M-V/def2-TZVPD",
  "homo_ev": -8.342,
  "molar_mass_g_mol": 93.13,
  "elements": ["C", "C", "C", "N", "H", "H", "H", "H", "H", "H", "H", "O", "H", "H", "O", "H", "H"],
  "coordinates": [[0.68895, 0.12528, 2.48311], [0.92425, -0.59493, 1.16428], [-0.10024, -0.96497, 0.38464], [0.04129, -1.52782, -0.90455], [-0.22334, 0.71360, 2.45287], [1.51701, 0.74113, 2.81730], [0.59042, -0.70464, 3.18827], [1.91330, -0.73770, 0.72613], [-1.05854, -0.90876, 0.88584], [-0.68052, -2.19667, -1.09480], [0.95096, -1.95385, -0.97086], [-2.29567, 1.19165, -2.29988], [-1.64781, 1.86889, -2.06822], [-2.52921, 1.31664, -3.21434], [0.45599, 1.56740, -1.26336], [1.22336, 1.40020, -0.69231], [0.22980, 0.66454, -1.59412]],
  "forces_ev_per_a": [[0.323, -1.379, -0.313], [-0.401, 0.690, -1.106], [0.909, -0.334, 1.252], [-0.228, 0.521, 0.716], [-0.032, 0.007, 0.064], [0.097, 0.106, -0.157], [-0.167, 0.457, 0.567], [0.175, 0.169, 0.458], [-0.532, 0.131, -0.835], [-0.199, -0.227, -0.267], [0.142, -0.198, -0.288], [0.045, -0.174, 0.565], [0.012, -0.059, -0.092], [0.000, 0.209, -0.419], [0.218, -0.846, -0.368], [-0.450, 0.161, -0.159], [0.089, 0.766, 0.383]]
}

[2]
{
  "formula": "C3H4O2",
  "method": "wB97M-V/def2-TZVPD",
  "homo_ev": -9.641,
  "molar_mass_g_mol": 72.06,
  "elements": ["C", "C", "C", "O", "O", "H", "H", "H", "H"],
  "coordinates": [[1.64060, 0.10772, -0.23868], [0.72785, 0.65687, 0.56719], [-1.48072, 0.37359, 0.10902], [1.04338, -0.94885, 0.48142], [-1.44116, -0.75306, -0.34452], [2.44138, 0.28513, -0.81789], [-1.44750, 1.14115, -0.74249], [-1.91401, 0.63611, 1.07593], [0.43018, -1.49867, -0.08998]],
  "forces_ev_per_a": [[-4.297, 2.566, 3.643], [1.405, 0.317, -1.678], [-1.046, 0.896, -2.958], [0.613, -3.339, -0.323], [0.213, -1.226, 0.770], [2.614, -0.378, -1.968], [0.187, 0.102, 1.683], [0.406, 0.041, 0.301], [-0.094, 1.021, 0.531]]
}

[3]
{
  "formula": "C6H10O3",
  "method": "wB97M-V/def2-TZVPD",
  "homo_ev": [-7.157, -7.153],
  "molar_mass_g_mol": 130.14,
  "elements": ["C", "C", "C", "C", "C", "C", "O", "O", "O", "H", "H", "H", "H", "H", "H", "H", "H", "H", "H"],
  "coordinates": [[1.01152, -1.36813, -0.73405], [-1.78018, 0.91810, 1.69431], [0.47462, 1.39394, -1.26102], [-1.19173, -0.89119, 0.01012], [-0.96659, 0.30295, 0.58798], [0.27689, 0.80802, 0.09838], [1.28229, -2.15249, 0.37053], [2.18457, -0.92992, -1.29050], [-1.58674, -2.01639, 0.02921], [0.50984, -2.69842, 0.56870], [2.80408, -0.73516, -0.57421], [0.43423, -1.85727, -1.52098], [0.91311, 1.26492, 0.86406], [-2.42964, 0.18422, 2.17269], [-2.40125, 1.74414, 1.33617], [-1.10332, 1.32707, 2.45080], [-0.17151, 0.92262, -1.99916], [0.23252, 2.46479, -1.20114], [1.50731, 1.31822, -1.60192]],
  "forces_ev_per_a": [[0.766, 0.874, 0.480], [-0.282, 0.080, -0.274], [-0.078, 0.384, 0.087], [-0.959, 0.026, 1.666], [-0.319, -0.548, -0.098], [0.664, -1.347, -0.999], [-0.275, 0.059, -0.210], [0.014, -0.099, -0.003], [0.642, 0.661, -0.669], [-0.013, 0.102, 0.015], [-0.075, -0.026, -0.044], [-0.183, 0.159, 0.149], [0.116, -0.257, -0.019], [0.027, 0.021, -0.011], [0.002, -0.016, 0.087], [0.033, -0.072, -0.083], [-0.042, 0.044, 0.016], [-0.016, -0.018, -0.144], [-0.023, -0.029, 0.055]]
}

[4]
{
  "formula": "C35H30I2N3O6PSSc",
  "method": "wB97M-V/def2-TZVPD",
  "homo_ev": -10.187,
  "molar_mass_g_mol": 950.45,
  "total_charge": 1,
  "elements": ["Sc", "O", "S", "O", "O", "C", "C", "C", "C", "C", "C", "P", "C", "C", "C", "C", "C", "C", "C", "C", "C", "C", "C", "C", "H", "H", "H", "H", "H", "H", "H", "H", "H", "H", "H", "H", "H", "H", "I", "C", "I", "H", "H", "C", "O", "C", "C", "C", "C", "C", "C", "N", "N", "C", "C", "C", "C", "O", "C", "N", "C", "C", "C", "C", "H", "H", "H", "H", "H", "H", "H", "H", "H", "H", "H", "H", "O", "H", "H"],
  "coordinates": [[-0.07086, 0.14869, -0.24382], [1.54507, 2.97178, -2.56001], [0.46048, 2.28614, -1.95072], [0.33762, 0.83246, -2.28880], [0.44955, 2.26981, -0.45785], [-1.05784, 3.04429, -2.46106], [-0.95465, 4.11922, -3.33023], [-2.10751, 4.72843, -3.80478], [-3.35036, 4.24938, -3.42453], [-3.44483, 3.16845, -2.55908], [-2.30363, 2.55950, -2.04709], [-2.49233, 1.12119, -0.93514], [-3.60635, 0.05586, -1.89223], [-4.84960, -0.36790, -1.43673], [-5.62403, -1.20503, -2.23012], [-5.16208, -1.61275, -3.47146], [-3.92180, -1.18848, -3.93010], [-3.14389, -0.35932, -3.14154], [-3.39687, 1.67906, 0.52959], [-3.83091, 2.98400, 0.73607], [-4.46915, 3.32193, 1.92252], [-4.68030, 2.36233, 2.90014], [-4.23903, 1.05942, 2.70276], [-3.58800, 0.72126, 1.52883], [0.02435, 4.46335, -3.63205], [-2.02947, 5.56864, -4.48105], [-4.25137, 4.71084, -3.80592], [-4.42038, 2.78568, -2.28286], [-5.21804, -0.04435, -0.47162], [-6.59101, -1.54267, -1.88113], [-5.77271, -2.26327, -4.08198], [-3.56391, -1.50123, -4.90255], [-2.18048, -0.01473, -3.50272], [-3.66672, 3.74394, -0.01591], [-4.80179, 4.33926, 2.07976], [-5.18208, 2.62950, 3.82063], [-4.39394, 0.31067, 3.46841], [-3.21492, -0.28883, 1.39085], [2.85662, -0.69223, 0.04118], [2.43526, -2.13033, 1.56479], [2.11259, -1.29528, 3.47600], [3.29802, -2.78276, 1.61186], [1.54381, -2.66572, 1.26684], [-7.72591, -4.48017, -3.95319], [-7.06347, -4.14970, -2.74145], [-5.91023, -4.80299, -2.45613], [-5.37458, -4.56359, -1.18953], [-4.20837, -5.18151, -0.79454], [-3.55851, -6.06379, -1.66233], [-4.11498, -6.32575, -2.90500], [-5.27028, -5.68113, -3.32399], [-2.43162, -6.88180, -1.31825], [-1.48619, -6.48830, -0.62778], [-1.36163, -5.12297, -0.19906], [-1.37760, -4.82977, 1.13633], [-1.16202, -3.51825, 1.60885], [-0.86693, -2.50884, 0.72725], [-0.60607, -1.24777, 1.07555], [-0.76849, -2.81913, -0.65534], [-0.38130, -1.78399, -1.46048], [-0.23385, -2.01544, -2.74871], [-0.46981, -3.27451, -3.32330], [-0.86222, -4.31676, -2.52916], [-1.02149, -4.11296, -1.14056], [-8.63949, -3.89360, -3.96659], [-7.97464, -5.54264, -3.98716], [-7.11688, -4.22316, -4.82414], [-5.90777, -3.90406, -0.51800], [-3.83205, -5.01047, 0.20264], [-3.64006, -7.06178, -3.54133], [-5.67654, -5.90237, -4.29973], [-1.57885, -5.62629, 1.84181], [-1.20569, -3.30257, 2.66873], [0.09272, -1.17967, -3.35383], [-0.32556, -3.40505, -4.38620], [-1.03159, -5.29762, -2.95365], [-0.17323, 1.12297, 1.73847], [-0.12740, 0.51767, 2.49198], [0.23842, 1.96668, 1.95738]],
  "forces_ev_per_a": [[-0.070, 0.045, -0.056], [0.016, -0.011, -0.002], [-0.027, 0.033, 0.016], [0.005, -0.024, 0.024], [-0.017, 0.027, -0.021], [0.008, 0.003, -0.015], [-0.004, 0.001, 0.002], [0.003, -0.006, 0.004], [0.000, 0.004, -0.002], [0.002, 0.002, 0.008], [-0.007, -0.007, 0.002], [0.020, 0.014, -0.010], [0.001, -0.003, 0.002], [0.007, -0.010, -0.003], [-0.006, 0.012, -0.002], [0.008, -0.011, 0.008], [0.001, 0.008, -0.005], [-0.006, 0.006, -0.002], [-0.012, 0.004, 0.002], [-0.004, 0.000, 0.000], [0.001, 0.000, -0.002], [0.003, 0.001, -0.003], [-0.003, 0.007, 0.003], [0.004, -0.009, -0.003], [0.000, 0.002, -0.001], [0.000, 0.000, -0.001], [-0.001, 0.000, 0.001], [0.000, 0.000, 0.000], [-0.007, -0.001, -0.001], [0.004, 0.000, 0.002], [-0.003, -0.008, -0.007], [-0.001, 0.000, -0.001], [0.000, -0.003, -0.001], [-0.001, -0.001, -0.001], [0.000, 0.001, 0.000], [-0.001, 0.001, 0.000], [0.000, 0.000, 0.000], [0.000, 0.003, 0.002], [0.008, -0.047, 0.060], [0.072, 0.036, -0.013], [0.016, -0.024, 0.029], [0.012, 0.016, 0.015], [-0.007, -0.007, -0.017], [-0.002, -0.001, -0.005], [0.004, -0.004, -0.004], [0.002, 0.004, -0.004], [0.002, -0.009, 0.008], [-0.017, 0.010, 0.008], [-0.005, -0.016, 0.015], [-0.003, -0.007, -0.001], [0.005, 0.006, -0.001], [-0.004, 0.008, -0.032], [0.007, -0.003, 0.007], [0.036, 0.007, 0.017], [0.004, -0.005, -0.005], [0.020, 0.007, -0.010], [-0.021, -0.015, -0.019], [-0.029, 0.000, 0.010], [-0.018, 0.017, 0.002], [-0.014, -0.028, -0.011], [-0.002, -0.006, 0.008], [0.003, 0.003, -0.006], [-0.013, -0.006, 0.008], [0.012, 0.004, -0.003], [0.000, 0.000, -0.001], [0.001, -0.001, 0.001], [-0.001, 0.003, 0.000], [-0.003, 0.000, 0.000], [-0.026, 0.000, -0.015], [0.001, 0.002, 0.002], [-0.001, 0.000, 0.001], [-0.001, 0.000, 0.002], [-0.007, -0.001, 0.000], [-0.005, -0.002, -0.005], [0.001, 0.000, 0.000], [-0.007, -0.007, 0.001], [0.058, -0.022, 0.002], [0.002, 0.007, 0.018], [0.007, 0.000, 0.000]]
}

[5]
{
  "formula": "C3H6O2S",
  "method": "wB97M-V/def2-TZVPD",
  "homo_ev": -9.319,
  "molar_mass_g_mol": 106.15,
  "elements": ["O", "C", "O", "C", "C", "S", "H", "H", "H", "H", "H", "H"],
  "coordinates": [[-2.19632, -1.03122, 0.03447], [-1.59868, -0.01238, -0.19605], [-2.14367, 0.97915, -0.93160], [-0.25358, 0.32252, 0.43148], [0.92045, -0.60664, -0.05942], [2.50410, 0.08274, 0.40443], [-3.08381, 0.73351, -0.96982], [-0.02331, 1.36231, 0.10060], [-0.46708, 0.25168, 1.51237], [0.96965, -0.83770, -1.13106], [0.76249, -1.52552, 0.52512], [2.59125, 1.13740, -0.51367]],
  "forces_ev_per_a": [[-0.041, -0.090, -0.148], [0.252, -0.330, 0.638], [-0.125, -0.050, 0.334], [0.034, 0.769, -1.850], [-1.226, 0.191, 0.886], [0.815, 0.910, -0.377], [0.091, 0.082, -0.440], [-0.100, -0.632, 0.708], [0.672, 0.102, -0.431], [-0.607, 0.133, 0.357], [0.569, 0.013, -0.497], [-0.333, -1.098, 0.818]]
}

[6]
{
  "formula": "C3H10N4S",
  "method": "wB97M-V/def2-TZVPD",
  "homo_ev": [-5.959, -8.624],
  "multiplicity": 3,
  "molar_mass_g_mol": 134.21,
  "elements": ["C", "C", "C", "N", "N", "N", "N", "S", "H", "H", "H", "H", "H", "H", "H", "H", "H", "H"],
  "coordinates": [[1.82868, -0.17216, -1.36301], [-1.58633, 0.52385, -0.80633], [-1.26513, -1.62407, 0.27334], [0.44894, 2.09650, 1.33264], [-0.57816, 0.36640, 2.71597], [2.52997, 0.81318, -1.11217], [-0.87906, -0.21990, -0.07907], [0.58373, 0.60148, 1.74998], [1.90017, -0.85818, -2.27537], [0.88463, -0.25521, -0.75973], [-2.51385, 0.15196, -1.36616], [-1.26581, 1.50283, -1.05334], [-0.35708, -2.23213, 0.29018], [-1.89250, -1.49404, 1.21645], [-1.84947, -1.86785, -0.52789], [1.23098, 2.24487, 0.65637], [-0.53383, -0.60632, 2.83625], [3.31412, 1.02879, -1.72811]],
  "forces_ev_per_a": [[-2.243, -1.649, -1.376], [-1.285, -2.056, -0.806], [0.362, 3.075, 1.443], [2.098, 0.720, -1.877], [-0.979, -0.423, 1.117], [1.357, 1.891, 0.662], [-0.533, -0.365, -0.016], [1.212, 1.565, 0.530], [0.308, 0.695, 1.074], [1.277, -0.461, -0.479], [0.826, 0.389, 0.902], [0.381, 0.964, 0.035], [-0.304, 0.033, 0.568], [1.150, -0.824, -1.064], [-1.907, -1.610, -1.845], [-0.778, 0.603, 0.199], [-0.853, -2.064, 1.038], [-0.087, -0.482, -0.105]]
}

[7]
{
  "formula": "C2H4ClPS3",
  "method": "wB97M-V/def2-TZVPD",
  "homo_ev": -9.565,
  "molar_mass_g_mol": 190.68,
  "elements": ["S", "P", "Cl", "S", "C", "C", "S", "H", "H", "H", "H"],
  "coordinates": [[1.96991, -3.30073, -3.08052], [1.47113, -2.26725, -1.53586], [2.37752, -3.25207, 0.50295], [-0.55036, -2.18092, -0.96287], [-0.53126, -0.44252, -0.36857], [0.86359, 0.02211, -0.00657], [2.02072, -0.25958, -1.38965], [-1.17556, -0.41160, 0.50954], [-0.96437, 0.16860, -1.16080], [0.86487, 1.09707, 0.17774], [1.25413, -0.50899, 0.86195]],
  "forces_ev_per_a": [[-0.204, 0.574, 0.844], [0.587, -1.122, 1.124], [-0.805, 1.116, -1.948], [0.504, 0.164, -0.062], [-0.172, -0.228, -0.207], [0.229, -0.034, -0.033], [-0.185, -0.546, 0.130], [-0.006, 0.012, -0.003], [0.055, 0.019, 0.085], [0.044, -0.042, 0.047], [-0.047, 0.085, 0.023]]
}

In order of appearance, relative energy (zero: lowest compared OMol25 entry of this formula, charge and spin) = 15.48, 152.14, 108.27, 0.00, 8.28, 23.17, 0.00 kcal per mole.